[1]
23
Properties=species:S:1:pos:R:3:forces:R:3 method="wB97M-V/def2-TZVPD" homo_ev=-8.844 relative_energy_kj_mol=173.50
C -0.269785 3.757349 -0.489041 1.9 2.9 1.3
C -0.617063 2.351739 -0.237945 2.1 -1.3 -0.8
C 0.467296 1.414266 -0.038121 -2.0 3.2 -0.8
C 0.093117 0.124403 -0.087993 1.3 -1.5 1.2
C -1.220132 -0.318259 -0.191094 -1.7 -0.8 -1.6
C -2.309049 0.550789 -0.474057 2.5 -0.8 0.8
C -1.897442 1.894331 -0.389658 -3.6 1.7 -0.8
H 0.800882 3.989225 -0.360056 0.3 -1.1 -0.1
H -0.540356 4.355910 0.385839 -1.0 0.3 -0.3
H -0.377543 4.373121 -1.405969 -1.2 -1.1 0.2
H 1.493938 1.817097 0.050212 -0.7 -0.6 -0.1
H 0.956798 -0.509305 0.089050 -0.7 -0.8 -0.3
H -1.447917 -1.393424 -0.281229 0.5 0.5 0.3
H -3.283156 0.090260 -0.783297 0.9 1.1 0.6
H -2.703227 2.722251 -0.515611 1.4 -1.5 0.0
C 1.640421 -2.675936 1.119376 -0.9 2.5 0.5
C 1.094705 -3.614118 0.116772 -1.3 -2.3 -1.9
H 0.830728 -1.951758 1.612167 1.6 -1.6 -1.3
H 2.069979 -3.199777 1.948328 0.7 -0.2 0.4
H 2.374539 -2.055644 0.553816 -0.2 -0.1 1.0
H 0.590203 -3.100017 -0.747826 0.1 -0.3 1.0
H 0.390085 -4.386483 0.574329 0.7 1.1 -0.7
H 1.862972 -4.236016 -0.447983 -0.5 0.8 1.1


[2]
24
Properties=species:S:1:pos:R:3:forces:R:3 method="wB97M-V/def2-TZVPD" homo_ev=-9.627 relative_energy_kj_mol=121.99
C 1.419455 1.428561 2.088606 0.4 -0.6 -0.4
N -0.009231 1.678668 2.201629 -0.2 0.4 -1.3
C -0.954520 0.685328 1.988312 -0.1 0.2 1.5
C -2.322092 1.212740 1.616876 -0.2 0.1 -0.3
O -0.771275 -0.467791 2.301561 0.3 -0.4 -0.5
H 1.673905 0.538934 2.657906 0.1 0.1 0.1
H 1.741475 1.247541 1.047518 -0.3 -0.1 0.2
H 1.995647 2.289671 2.425525 -0.2 -0.1 0.3
H -0.256790 2.501472 1.669489 -0.1 0.2 0.3
H -3.074132 0.425677 1.683541 0.2 0.1 0.4
H -2.569226 2.096669 2.218589 -0.1 -0.4 0.0
H -2.369261 1.536484 0.586210 0.2 0.2 -0.5
C 0.812680 0.825848 -2.723664 -0.1 -2.7 -1.3
N 0.242633 -0.124516 -1.729542 1.0 2.4 -1.3
C 0.469300 -1.454307 -1.964693 -0.1 0.7 2.5
C -0.004668 -2.314901 -0.814792 -0.6 -1.1 -0.8
O 1.128479 -1.855362 -2.895748 -0.1 0.0 -0.4
H 0.558423 0.278546 -3.649050 -0.2 1.1 -0.3
H 0.458318 1.846197 -2.718530 -0.2 0.0 0.4
H 1.893371 0.719750 -2.801901 0.2 0.5 0.7
H -0.334033 0.364588 -1.066992 -0.2 -1.2 0.5
H -0.918740 -1.981798 -0.333416 0.0 0.4 0.1
H -0.252987 -3.263730 -1.290587 0.1 -0.3 0.3
H 0.742782 -2.499604 -0.042335 0.1 0.2 -0.3


[3]
37
Properties=species:S:1:pos:R:3:forces:R:3 method="wB97M-V/def2-TZVPD" homo_ev=-7.932 relative_energy_kj_mol=229.64
O -5.039764 -2.139003 0.804674 -0.1 -0.1 0.1
N -4.566078 -1.626757 -0.192828 -0.5 -0.4 -0.1
O -4.963750 -1.828608 -1.325278 -0.1 -0.1 -0.1
C -3.476859 -0.728209 -0.022438 1.0 0.9 0.2
C -2.982024 -0.439890 1.255414 -0.2 -0.1 -0.4
C -1.935158 0.433229 1.381313 0.1 0.0 -0.1
C -1.381202 1.007979 0.213185 -0.5 -0.2 0.0
N -0.369916 1.902280 0.241843 0.1 0.2 0.0
C 0.568710 2.031440 1.333608 0.1 0.0 0.2
C 1.999176 1.829243 0.769935 -0.1 0.0 0.1
N 1.989324 0.953655 -0.373237 0.1 0.3 0.0
C 2.009748 -0.424564 -0.222154 0.1 -0.4 0.0
C 2.169638 -1.237774 -1.351803 -0.1 0.1 0.1
C 2.229716 -2.611516 -1.244611 -0.1 -0.2 0.2
C 2.147790 -3.194874 0.006291 0.0 0.1 0.1
F 2.209984 -4.540778 0.118546 0.0 0.0 0.0
C 2.015415 -2.424398 1.144150 0.0 -0.4 -0.2
C 1.944050 -1.049213 1.027156 0.0 0.2 -0.1
C 1.295797 1.547361 -1.502502 -0.1 0.2 -0.2
C 0.143898 2.442435 -0.997254 0.1 0.0 -0.3
N -1.882867 0.733416 -1.004058 0.4 0.3 0.1
C -2.888338 -0.098071 -1.116242 -0.6 -0.5 0.1
H -3.441942 -0.903566 2.115025 0.0 0.0 0.0
H -1.566784 0.690160 2.360298 0.0 0.0 0.1
H 0.479178 3.024405 1.790513 0.0 -0.1 0.1
H 0.357268 1.279504 2.091648 0.0 0.1 0.0
H 2.664601 1.436313 1.537865 0.0 0.1 0.0
H 2.408209 2.788443 0.437837 0.0 0.0 0.1
H 2.272480 -0.789940 -2.327260 0.0 0.1 -0.1
H 2.350625 -3.230900 -2.119010 0.0 -0.1 -0.1
H 1.960207 -2.899492 2.110877 0.0 -0.1 0.1
H 1.834149 -0.473205 1.931463 0.0 0.1 0.1
H 0.874058 0.757157 -2.122009 0.0 0.1 0.0
H 1.993593 2.141069 -2.105394 -0.1 0.0 -0.1
H 0.489609 3.460119 -0.798716 0.0 0.0 0.0
H -0.660806 2.468337 -1.729248 0.2 0.1 0.0
H -3.251739 -0.285769 -2.117617 -0.1 -0.1 0.0


Repeat the first record exactly.
23
Properties=species:S:1:pos:R:3:forces:R:3 method="wB97M-V/def2-TZVPD" homo_ev=-8.844 relative_energy_kj_mol=173.50
C -0.269785 3.757349 -0.489041 1.9 2.9 1.3
C -0.617063 2.351739 -0.237945 2.1 -1.3 -0.8
C 0.467296 1.414266 -0.038121 -2.0 3.2 -0.8
C 0.093117 0.124403 -0.087993 1.3 -1.5 1.2
C -1.220132 -0.318259 -0.191094 -1.7 -0.8 -1.6
C -2.309049 0.550789 -0.474057 2.5 -0.8 0.8
C -1.897442 1.894331 -0.389658 -3.6 1.7 -0.8
H 0.800882 3.989225 -0.360056 0.3 -1.1 -0.1
H -0.540356 4.355910 0.385839 -1.0 0.3 -0.3
H -0.377543 4.373121 -1.405969 -1.2 -1.1 0.2
H 1.493938 1.817097 0.050212 -0.7 -0.6 -0.1
H 0.956798 -0.509305 0.089050 -0.7 -0.8 -0.3
H -1.447917 -1.393424 -0.281229 0.5 0.5 0.3
H -3.283156 0.090260 -0.783297 0.9 1.1 0.6
H -2.703227 2.722251 -0.515611 1.4 -1.5 0.0
C 1.640421 -2.675936 1.119376 -0.9 2.5 0.5
C 1.094705 -3.614118 0.116772 -1.3 -2.3 -1.9
H 0.830728 -1.951758 1.612167 1.6 -1.6 -1.3
H 2.069979 -3.199777 1.948328 0.7 -0.2 0.4
H 2.374539 -2.055644 0.553816 -0.2 -0.1 1.0
H 0.590203 -3.100017 -0.747826 0.1 -0.3 1.0
H 0.390085 -4.386483 0.574329 0.7 1.1 -0.7
H 1.862972 -4.236016 -0.447983 -0.5 0.8 1.1